*1*
C20H60O10 | ωB97M-V/def2-TZVPD

- gap between HOMO and LUMO (eV) = 9.6448
- E_LUMO (eV) = 0.5

Last column: Löwdin charge in e.
CARTESIAN COORDINATES (ANGSTROEM)
C  -1.0974  -5.4152  -0.2566  -0.100
C  -1.7501  -5.3003  -1.6563  -0.384
O  -0.8223  -5.7835  -2.6249  -0.145
H  -0.1544  -4.7504  -0.3915  0.096
H  -0.8051  -6.4946  -0.0265  0.088
H  -2.0668  -5.2487  0.2940  0.082
H  -2.2371  -4.2427  -1.8969  0.141
H  -2.7011  -5.9214  -1.6487  0.108
H  -1.4418  -5.9524  -3.4775  0.169
C  -0.9243  5.3729  -0.3822  -0.056
C  0.2142  5.9716  0.4757  -0.302
O  1.4003  5.1958  0.3483  -0.098
H  -1.3060  4.3058  -0.0769  0.092
H  -0.2944  5.2560  -1.2787  0.054
H  -1.8404  5.9892  -0.6668  0.100
H  -0.1247  5.7718  1.3575  0.037
H  0.4164  6.9624  0.4177  0.093
H  2.0214  5.8074  -0.1980  0.155
C  -1.8787  -2.5708  3.4619  -0.113
C  -2.0110  -1.9675  4.8430  -0.255
O  -3.1669  -1.1063  4.8688  -0.023
H  -2.6037  -3.3558  3.1070  0.084
H  -0.9038  -3.1562  3.3143  0.071
H  -1.9764  -1.9390  2.6170  0.037
H  -1.0753  -1.2785  4.7927  0.134
H  -2.3891  -2.7290  5.5790  0.138
H  -3.5601  -1.1684  5.5881  -0.069
C  0.3144  3.0044  -2.9774  -0.034
C  1.1639  1.7491  -2.5325  -0.309
O  2.2016  1.5969  -3.4396  -0.034
H  -0.4702  3.0851  -2.3060  0.008
H  0.0336  2.8502  -4.0381  0.097
H  0.8400  3.8977  -2.7268  0.047
H  0.4439  0.9057  -2.4110  0.105
H  1.5110  1.8925  -1.5781  0.066
H  2.8515  1.2857  -2.8701  0.004
C  -4.6875  2.8657  -1.9378  -0.057
C  -3.3309  2.6343  -1.2753  -0.318
O  -2.6794  1.5405  -1.7633  -0.021
H  -5.3327  2.1491  -2.1490  0.032
H  -4.6907  3.4140  -2.7969  0.046
H  -5.0738  3.6943  -1.4612  0.054
H  -3.3486  2.7312  -0.0892  0.160
H  -2.7776  3.4317  -1.7002  0.070
H  -2.1824  1.0477  -1.2441  -0.034
C  -0.7818  -1.3204  -0.0889  -0.018
C  -0.0007  -0.0502  0.3544  -0.257
O  -0.8026  1.0780  0.1685  0.024
H  -0.7577  -1.2191  -1.2423  0.097
H  -1.7034  -1.4783  0.1697  -0.007
H  -0.1722  -2.2992  0.1444  0.106
H  0.9028  0.0971  -0.0213  0.055
H  0.2583  -0.2095  1.3188  0.058
H  -0.6497  1.7599  0.5612  -0.108
C  4.4537  1.4609  -0.4866  -0.032
C  4.1357  -0.0248  -0.5807  -0.252
O  3.6173  -0.2965  -1.8503  -0.024
H  3.6551  1.8871  -0.5904  -0.023
H  5.2762  1.9266  -0.8858  0.078
H  4.7536  1.5989  0.4424  0.043
H  3.5499  -0.3010  0.2160  0.079
H  5.1845  -0.4632  -0.4831  0.135
H  3.1242  -1.0465  -1.9549  0.051
C  0.4067  -1.3018  -4.5803  -0.034
C  -0.1448  -2.7799  -4.4652  -0.275
O  0.3648  -3.2664  -3.2607  -0.076
H  0.2960  -0.7820  -5.4166  0.030
H  1.4505  -1.1500  -4.4103  0.079
H  -0.1134  -0.8169  -3.9127  -0.003
H  0.4164  -3.2811  -5.2919  0.113
H  -1.2188  -2.9919  -4.5713  0.114
H  0.2081  -4.1574  -3.3994  -0.001
C  -0.3719  1.7679  3.6615  -0.119
C  0.1238  2.9469  3.0537  -0.381
O  0.2302  2.9719  1.6527  -0.062
H  -0.3348  1.8559  4.7132  0.064
H  0.6092  1.0519  3.4202  0.143
H  -1.2846  1.2647  3.4582  0.070
H  1.1047  3.2358  3.7226  0.163
H  -0.5380  3.8343  3.3254  0.127
H  0.4597  3.7819  1.2095  0.032
C  2.1264  -4.0911  2.8197  -0.073
C  2.7790  -2.6889  3.0391  -0.306
O  2.6851  -2.6678  4.4031  -0.055
H  2.7820  -4.8871  3.2623  0.081
H  2.3031  -4.2612  1.7547  0.049
H  0.9520  -4.2222  3.1506  0.114
H  2.2821  -1.8391  2.6482  0.097
H  3.7390  -2.7547  2.8495  0.061
H  2.9365  -1.8992  4.7862  0.031

*2*
C20H60O10 | ωB97M-V/def2-TZVPD

- gap between HOMO and LUMO (eV) = 10.2186
- E_LUMO (eV) = 0.4

Last column: Löwdin charge in e.
CARTESIAN COORDINATES (ANGSTROEM)
C  18.2539  6.6708  16.6565  -0.073
C  18.7884  5.2660  16.9530  -0.310
O  17.7033  4.3998  17.2326  -0.084
H  19.0638  7.3999  16.6979  0.057
H  17.4809  6.9190  17.3809  0.078
H  17.7931  6.6776  15.6665  0.072
H  19.3713  5.2475  17.8771  0.075
H  19.4734  4.8033  16.2329  0.100
H  16.9296  4.5437  16.6852  0.078
C  21.9108  10.4868  18.1862  -0.062
C  20.5914  10.3494  17.4090  -0.308
O  20.0973  11.6088  17.0061  -0.108
H  21.7296  10.7868  19.2192  0.060
H  22.6492  11.0897  17.6685  0.065
H  22.2695  9.4563  18.2951  0.069
H  19.8502  9.8187  18.0067  0.102
H  20.8083  9.6886  16.5631  0.093
H  20.5375  11.8546  16.1633  0.053
C  21.5035  16.1697  16.2939  -0.083
C  20.9091  15.2586  17.3588  -0.315
O  19.7724  14.5803  16.8167  -0.097
H  22.5063  16.4408  16.6282  0.071
H  20.9007  17.0598  16.1360  0.070
H  21.5796  15.5902  15.3740  0.069
H  20.6125  15.8670  18.2190  0.102
H  21.5984  14.5007  17.7350  0.107
H  19.7369  13.6853  17.1694  0.041
C  16.4717  11.7044  13.7871  -0.091
C  17.3047  12.7244  14.5262  -0.289
O  18.0719  13.4366  13.5253  -0.107
H  15.4606  11.5605  14.1780  0.069
H  16.9346  10.7172  13.8686  0.065
H  16.3226  11.9587  12.7402  0.074
H  17.9607  12.3037  15.2884  0.094
H  16.6793  13.5243  14.9353  0.111
H  18.2645  14.3283  13.8223  0.070
C  21.4099  7.4208  13.5301  -0.095
C  21.6496  5.9225  13.5676  -0.322
O  23.0286  5.6370  13.7829  -0.074
H  21.6687  7.9278  14.4576  0.062
H  20.3200  7.5064  13.4354  0.074
H  21.8252  7.8772  12.6319  0.075
H  21.2038  5.4896  12.6702  0.114
H  21.1275  5.5460  14.4560  0.093
H  23.2801  4.8756  13.2535  0.079
C  23.2584  12.1605  13.3542  -0.087
C  22.8151  11.3385  14.5734  -0.264
O  21.3873  11.5092  14.5969  -0.100
H  22.8674  11.7122  12.4421  0.073
H  24.3567  12.1157  13.2702  0.076
H  23.1270  13.2376  13.4326  0.073
H  23.3223  11.7129  15.4597  0.109
H  23.1454  10.3090  14.4117  0.108
H  21.0125  11.1037  13.8109  0.099
C  27.8629  12.4769  18.5547  -0.103
C  26.9098  11.4094  19.0013  -0.328
O  25.6388  11.5492  18.3443  -0.107
H  28.8611  12.1981  18.9229  0.073
H  27.6829  13.4545  18.9968  0.073
H  28.0626  12.4719  17.4818  0.076
H  26.7014  11.5575  20.0661  0.110
H  27.3240  10.4254  18.7595  0.110
H  25.0591  10.9423  18.8276  0.031
C  25.5558  7.8478  21.0780  -0.081
C  24.2537  8.2728  20.4325  -0.303
O  24.2479  9.6846  20.2368  -0.107
H  25.7451  8.4685  21.9567  0.075
H  26.4107  8.0367  20.4217  0.071
H  25.6747  6.8083  21.3857  0.073
H  23.3970  8.0990  21.0938  0.108
H  24.0332  7.6788  19.5416  0.108
H  23.5491  10.0585  20.7824  0.045
C  19.7289  6.5717  20.2666  -0.094
C  20.8734  5.5607  20.3518  -0.300
O  20.7657  4.9186  21.6160  -0.076
H  18.7861  6.0530  20.1022  0.077
H  19.9062  7.3423  19.5053  0.061
H  19.6392  7.2091  21.1508  0.071
H  21.8323  6.0886  20.2972  0.094
H  20.8081  4.8879  19.5011  0.101
H  20.9157  5.5567  22.3148  0.077
C  21.0191  12.4032  23.6379  -0.085
C  21.5055  12.1519  22.2174  -0.308
O  22.7337  11.4229  22.1569  -0.092
H  21.8069  12.8219  24.2703  0.073
H  20.8120  11.4549  24.1363  0.074
H  20.1686  13.0806  23.6246  0.075
H  21.5525  13.0858  21.6544  0.112
H  20.7955  11.5141  21.6914  0.107
H  23.4744  12.0296  22.2590  0.095

*3*
C20H60O10 | ωB97M-V/def2-TZVPD

- gap between HOMO and LUMO (eV) = 9.9833
- E_LUMO (eV) = 0.4

Last column: Löwdin charge in e.
CARTESIAN COORDINATES (ANGSTROEM)
C  -2.6787  -2.3867  -3.7869  -0.080
C  -2.5711  -0.9820  -4.3744  -0.318
O  -3.8480  -0.3836  -4.3583  -0.092
H  -3.3482  -3.0150  -4.3806  0.074
H  -3.1308  -2.2659  -2.7996  0.068
H  -1.7711  -2.9883  -3.6971  0.048
H  -2.2171  -0.9896  -5.4052  0.113
H  -1.8565  -0.4283  -3.7527  0.086
H  -4.0583  -0.0754  -3.4579  0.029
C  1.1804  3.6951  -1.0327  -0.086
C  2.2968  4.6849  -1.2940  -0.322
O  1.8880  6.0402  -1.1277  -0.076
H  1.5482  2.7256  -1.3815  0.057
H  0.2751  3.9578  -1.5747  0.075
H  1.0478  3.5347  0.0381  0.062
H  2.6750  4.5593  -2.3177  0.099
H  3.1429  4.4834  -0.6252  0.106
H  2.6745  6.5893  -1.1128  0.076
C  -6.5952  0.8689  -2.3216  -0.076
C  -5.6789  -0.1907  -1.7172  -0.304
O  -4.3262  0.2606  -1.7016  -0.101
H  -6.4554  1.8175  -1.8023  0.075
H  -7.6561  0.6289  -2.2234  0.075
H  -6.3917  0.9315  -3.3910  0.076
H  -5.7383  -1.1319  -2.2613  0.114
H  -6.0346  -0.4237  -0.7069  0.112
H  -4.2594  0.9710  -1.0568  0.097
C  -0.8749  -2.4715  4.1133  -0.081
C  -2.0656  -1.5114  4.1155  -0.307
O  -3.1063  -2.0791  3.3218  -0.078
H  -1.1906  -3.4674  4.4351  0.075
H  -0.0733  -2.1669  4.7905  0.061
H  -0.5049  -2.6097  3.0974  0.059
H  -1.7743  -0.5262  3.7496  0.084
H  -2.4131  -1.3365  5.1402  0.111
H  -3.5569  -2.7243  3.8727  0.081
C  -0.1155  2.0248  2.7293  -0.083
C  0.2299  1.5923  4.1350  -0.335
O  1.1721  2.4655  4.7240  -0.059
H  -0.9853  1.4997  2.3355  0.065
H  0.7044  1.8028  2.0407  0.057
H  -0.2802  3.1021  2.6651  0.085
H  0.5657  0.5496  4.0687  0.086
H  -0.6918  1.5879  4.7300  0.111
H  1.0890  2.4057  5.6781  0.082
C  2.6614  -1.8028  3.5342  -0.101
C  3.1137  -1.5822  4.9456  -0.325
O  3.9988  -2.6386  5.3142  -0.079
H  2.2657  -2.8041  3.3625  0.076
H  3.4733  -1.7201  2.8053  0.079
H  1.9557  -1.0345  3.2183  0.050
H  2.2586  -1.5672  5.6357  0.101
H  3.6263  -0.6239  5.0886  0.114
H  4.3239  -2.5010  6.2068  0.078
C  4.9114  1.6540  0.5280  -0.089
C  3.4615  1.3334  0.8623  -0.297
O  2.9243  0.7296  -0.3356  -0.123
H  5.3675  2.2158  1.3501  0.072
H  4.9311  2.3576  -0.3073  0.065
H  5.4725  0.7594  0.2758  0.074
H  2.9044  2.2491  1.0735  0.090
H  3.3988  0.5574  1.6280  0.099
H  2.3579  -0.0121  -0.0390  0.029
C  -0.1261  2.0099  -4.0862  -0.094
C  0.9535  2.8270  -4.7846  -0.269
O  1.8990  1.8834  -5.3639  -0.103
H  -0.7152  1.4156  -4.7859  0.063
H  -0.8039  2.7109  -3.5874  0.074
H  0.3073  1.2855  -3.3982  0.064
H  1.5365  3.3904  -4.0531  0.087
H  0.6155  3.4470  -5.6084  0.112
H  2.4927  1.5736  -4.6761  0.071
C  0.5139  -3.8487  -2.1026  -0.090
C  1.1443  -4.8103  -1.1068  -0.259
O  1.3338  -4.0231  0.0909  -0.111
H  -0.4216  -3.4479  -1.7141  0.066
H  0.2246  -4.4314  -2.9851  0.076
H  1.1427  -3.0428  -2.4758  0.085
H  2.1031  -5.2212  -1.4259  0.114
H  0.4361  -5.6080  -0.8711  0.114
H  1.5306  -4.6083  0.8306  0.096
C  -0.6404  0.0488  -0.4726  -0.057
C  -0.2150  -0.9235  0.6134  -0.273
O  1.1718  -1.2542  0.4234  -0.115
H  -1.6202  0.4813  -0.2446  0.071
H  -0.6378  -0.3798  -1.4730  0.066
H  0.0233  0.9172  -0.4868  0.058
H  -0.8018  -1.8481  0.6079  0.116
H  -0.2883  -0.5297  1.6324  0.079
H  1.1930  -2.2084  0.2363  0.044

The winner here is *3*, beating the second structure by 0.761 eV.

*1*
CH4FNS | ωB97M-V/def2-TZVPD

- gap between HOMO and LUMO (alpha / beta) (eV) = 8.0279 / 9.5510
- E_LUMO (alpha / beta) (eV) = -0.2 / -0.6

Last column: Löwdin charge in e.
CARTESIAN COORDINATES (ANGSTROEM)
C  -0.7336  0.2297  -0.4976  -0.232
N  0.2735  -0.7145  -0.1543  -0.542
F  2.2329  0.9068  0.3308  -0.481
S  1.7821  -0.6937  -0.0371  0.910
H  -1.7502  -0.3419  -0.7909  0.128
H  -1.0505  0.9114  0.2789  0.059
H  -0.3340  0.9594  -1.1596  0.057
H  -0.4201  -1.2572  2.0299  0.102

*2*
CH4FNS | ωB97M-V/def2-TZVPD

- gap between HOMO and LUMO (eV) = 8.8804
- E_LUMO (eV) = -0.8

Last column: Löwdin charge in e.
CARTESIAN COORDINATES (ANGSTROEM)
C  0.7982  0.4137  -0.1112  -0.134
N  -0.2324  -0.5130  0.5458  -0.576
F  -2.4331  -0.0527  -1.0862  -0.582
S  -1.6514  0.0286  0.8933  0.915
H  1.9012  0.3272  0.2449  0.097
H  0.9886  -0.1569  -1.1166  0.108
H  0.4295  1.4020  -0.1951  0.045
H  0.1993  -1.4488  0.8252  0.127

The winner here is *2*, beating the second structure by 2.452 eV.

*1*
C2H4O2P | ωB97M-V/def2-TZVPD

- net charge = -1
- gap between HOMO and LUMO (eV) = 7.9855
- E_LUMO (eV) = 3.5

Last column: Löwdin charge in e.
CARTESIAN COORDINATES (ANGSTROEM)
C  -2.5326  -1.8330  0.6587  -0.066
C  -1.6805  -1.7135  -0.1657  -0.032
O  1.5473  -1.5666  -4.5306  -0.589
O  1.5473  -0.6035  -2.0617  -0.512
P  0.8449  -0.7908  -3.3340  0.262
H  -0.0803  0.1910  -3.9248  -0.042
H  -3.4683  -2.0973  1.3151  0.054
H  -0.7796  -1.5889  -0.7480  -0.009
H  -0.3333  -1.4796  -2.8546  -0.067

*2*
C2H4O2P | ωB97M-V/def2-TZVPD

- net charge = -1
- gap between HOMO and LUMO (eV) = 7.0521
- E_LUMO (eV) = 4.5

Last column: Löwdin charge in e.
CARTESIAN COORDINATES (ANGSTROEM)
C  -0.1088  0.8671  -0.0790  -0.394
C  -0.4908  -0.6142  0.1792  -0.343
O  -3.2523  -0.4215  -0.6464  -0.592
O  -1.4575  1.3038  -0.1057  -0.459
P  -2.3259  -0.0644  0.4803  0.523
H  0.5683  1.4127  0.8039  0.117
H  0.3739  1.0255  -1.1456  0.101
H  -0.4253  -1.0846  -0.7354  0.009
H  0.1197  -1.0445  0.9893  0.039

The winner here is *2*, beating the second structure by 0.991 eV.

*1*
H11O5S | ωB97M-V/def2-TZVPD

- net charge = -1
- gap between HOMO and LUMO (eV) = 8.3540
- E_LUMO (eV) = 3.7

Last column: Löwdin charge in e.
CARTESIAN COORDINATES (ANGSTROEM)
S  0.2868  -0.7453  1.1570  0.191
H  1.2978  -1.6306  1.3097  -0.308
H  1.7862  0.8829  0.6452  -0.107
H  2.1385  2.2935  1.0839  0.018
O  2.2782  1.6890  0.3533  -0.137
H  -1.5345  0.3385  -3.7829  0.005
H  -0.0857  0.3107  -3.2852  -0.017
O  -0.6384  0.4205  -4.0967  -0.106
H  1.3798  1.1031  -1.6090  0.031
H  0.8567  -0.2098  -1.0715  -0.073
O  0.9673  0.2785  -1.9083  -0.107
H  -2.0076  -1.3893  -0.5406  -0.005
H  -2.2483  -0.3069  0.4199  -0.042
O  -2.5359  -0.5905  -0.4500  -0.120
H  -1.3625  -0.5501  3.8516  0.004
H  0.0299  -0.9733  3.5940  -0.084
O  -0.6083  -0.9209  4.3295  -0.145

*2*
H11O5S | ωB97M-V/def2-TZVPD

- net charge = -1
- gap between HOMO and LUMO (eV) = 8.0267
- E_LUMO (eV) = 3.5

Last column: Löwdin charge in e.
CARTESIAN COORDINATES (ANGSTROEM)
S  -1.0215  -0.0012  -1.4703  0.205
H  -1.9595  0.6018  -0.7892  -0.353
H  0.6257  -1.1592  -0.7511  -0.128
H  2.0712  -0.9357  -0.4656  0.019
O  1.4056  -1.6255  -0.3562  -0.141
H  0.7505  -1.6285  1.9147  0.004
H  -0.5600  -0.9221  2.4957  0.032
O  0.2100  -1.4730  2.6997  -0.082
H  -2.0122  -1.7070  -0.1785  -0.084
H  -1.3931  -2.4311  0.8907  -0.019
O  -2.2778  -2.2411  0.6035  -0.122
H  -0.4120  2.7871  -0.5050  0.010
H  0.0634  2.7020  0.8962  0.045
O  0.2508  3.1947  0.0780  -0.089
H  0.8461  1.1087  -1.8800  -0.135
H  1.7373  2.1073  -1.1780  -0.013
O  1.6756  1.6228  -2.0045  -0.148

The winner here is *1*, beating the second structure by 0.189 eV.